Record 1
Entry from OMol25: a molecular structure, C26H71N5O9 at a distorted geometry (ωB97M-V with the def2-TZVPD basis set).

Structure (ORCA input):
```
! wB97M-V def2-TZVPD RIJCOSX def2/J DEFGRID3
* xyz 0 1
C 2.0681 -3.6433 -1.1587
O 1.3768 -2.5214 -1.6443
H 2.8175 -3.2248 -0.4868
H 1.5478 -4.5521 -0.8563
H 2.6830 -3.9554 -2.0029
H 1.2326 -2.6314 -2.5871
C -0.2614 -0.7210 -0.7445
O 1.1339 -0.6572 -0.9814
H -0.7756 0.0537 -0.1758
H -0.7920 -0.8736 -1.6843
H -0.4954 -1.6258 -0.1834
H 1.5146 -1.4784 -1.3013
C 7.4679 -4.5574 4.2634
O 6.1310 -5.0969 4.5085
C 5.2490 -4.7420 3.4241
C 3.7313 -4.9294 3.6428
N 2.9532 -4.3266 2.5702
C 1.4691 -4.4710 2.6057
C 0.7751 -3.7517 1.4997
O 1.0448 -2.3897 1.4600
C 0.2616 -1.5400 0.6432
H 8.1085 -4.6559 5.1398
H 7.4511 -3.4821 4.0859
H 7.7915 -5.1428 3.4027
H 5.4596 -5.3172 2.5225
H 5.4651 -3.7065 3.1612
H 3.3496 -4.5706 4.5987
H 3.6930 -6.0129 3.5301
H 3.2012 -3.3845 2.3037
H 1.0909 -4.1204 3.5660
H 1.3300 -5.5512 2.6488
H -0.3025 -3.8528 1.6282
H 1.1352 -4.1084 0.5347
H -0.7096 -1.3273 1.0900
H 0.1864 -2.0392 -0.3229
H 0.6786 -0.5501 0.4581
C -1.8245 1.7255 -0.4612
O -2.4084 2.1463 0.8435
C -1.5718 1.8446 1.8748
C -1.9902 2.4122 3.2296
N -0.8975 2.8213 4.1608
C -0.3545 4.1317 3.8165
C -1.2779 5.3209 4.0266
O -1.8792 5.5523 2.7912
C -2.7384 6.6729 2.8758
H -2.6031 1.8191 -1.2182
H -1.4733 0.6936 -0.4607
H -0.9828 2.3262 -0.8061
H -0.6853 2.4132 1.5939
H -1.5274 0.7862 2.1317
H -2.5453 1.6092 3.7145
H -2.7056 3.2139 3.0464
H -0.0704 2.2962 3.9154
H 0.0470 4.2264 2.8075
H 0.3984 4.3882 4.5617
H -0.7669 6.2334 4.3339
H -2.0179 5.0384 4.7753
H -3.4608 6.5295 3.6793
H -3.2186 6.8752 1.9184
H -2.1267 7.5750 2.8925
C -3.3779 1.4061 -2.5016
C -2.0402 0.6875 -2.8417
C -1.5856 1.0263 -4.3218
O -0.2628 0.7021 -4.6950
C 0.1269 -0.6674 -4.6596
N -1.0766 1.2592 -1.9134
H -3.6442 1.1336 -1.4804
H -4.2380 1.4825 -3.1669
H -3.2079 2.4796 -2.4197
H -2.1250 -0.3922 -2.7191
H -1.6026 2.1121 -4.2274
H -2.3647 0.9085 -5.0750
H -0.5300 -1.3894 -5.1445
H 0.1936 -0.8613 -3.5890
H 1.1001 -0.7926 -5.1343
H -0.9140 2.2531 -1.9894
H -0.2021 0.8864 -2.2546
C -2.3068 -2.0429 -5.0308
C -3.5326 -2.5675 -4.2640
C -3.2338 -2.7752 -2.8045
O -2.8780 -1.5125 -2.2748
C -2.6813 -1.3115 -0.9112
N -4.6998 -1.6598 -4.3978
H -2.1992 -0.9691 -4.8775
H -2.3770 -2.2822 -6.0919
H -1.3865 -2.4490 -4.6113
H -3.7941 -3.5294 -4.7048
H -2.3942 -3.4570 -2.6696
H -4.1444 -3.0404 -2.2672
H -3.3693 -1.8325 -0.2455
H -2.5405 -0.2614 -0.6551
H -1.7765 -1.8629 -0.6558
H -5.4712 -2.0065 -3.8457
H -4.5487 -0.6922 -4.1505
C 2.2993 1.1944 -0.1663
C 1.6919 2.0707 0.9046
C 1.9919 3.6356 0.7617
O 1.4449 4.2332 -0.3727
C 1.7226 5.6324 -0.4804
N 0.2018 1.9315 0.7764
H 2.0866 0.1810 0.1742
H 3.3633 1.3721 -0.3228
H 1.8545 1.4240 -1.1346
H 2.0520 1.7584 1.8848
H 3.0575 3.8552 0.6968
H 1.6897 4.1825 1.6548
H 1.0622 6.2049 0.1708
H 1.4830 5.9580 -1.4927
H 2.7250 5.9527 -0.1965
H 0.0899 0.9368 0.6420
H -0.1116 2.3006 -0.1099
*
```

Frontier orbital gap in eV: 5.3
HOMO level in hartree: -0.202
ΔE to the lowest compared entry with this formula, charge and spin in kcal per mole: 754.2

Record 2
Entry from OMol25: a molecular structure, C26H71N6O8V at a distorted geometry (ωB97M-V with the def2-TZVPD basis set).

Structure (ORCA input):
```
! wB97M-V def2-TZVPD RIJCOSX def2/J DEFGRID3
* xyz 1 2
O -2.4466 1.4062 -1.1453
V -3.3301 0.0965 -1.1558
C 0.2904 -1.0470 0.3337
C -0.9996 -0.5345 0.9508
O -2.0968 -0.8334 0.1503
H 1.1958 -0.7543 0.8706
H 0.3994 -0.7142 -0.7022
H 0.3596 -2.1426 0.2989
H -0.8715 0.5553 1.0535
H -1.1166 -0.9545 1.9594
C 3.3055 2.5813 -4.0771
C 2.5755 2.2809 -2.7570
C 1.6651 3.4581 -2.4445
O 0.9364 3.2694 -1.2651
C -0.0509 4.2584 -1.0617
N 1.8170 1.0219 -2.9094
H 2.5476 2.5570 -4.8576
H 4.1739 1.9373 -4.1884
H 3.7687 3.5737 -4.0227
H 3.3386 2.1719 -1.9836
H 1.0007 3.5986 -3.3194
H 2.2830 4.3697 -2.4448
H -0.7128 4.3493 -1.9266
H 0.4199 5.2205 -0.8219
H -0.5853 3.9620 -0.1592
H 1.8242 0.5300 -2.0207
H 0.8373 1.2674 -3.0337
C -6.8025 -1.6858 1.1606
C -5.7789 -0.7779 0.4921
C -5.0127 0.0684 1.4774
O -4.2784 1.0149 0.7062
C -3.9365 2.2301 1.3648
N -4.8178 -1.4578 -0.4047
H -6.4048 -2.3493 1.9291
H -7.2002 -2.3997 0.4292
H -7.6567 -1.1043 1.5007
H -6.3379 -0.0757 -0.1356
H -4.3813 -0.5168 2.1550
H -5.7303 0.6073 2.1020
H -4.7480 2.5502 2.0233
H -3.7041 2.9806 0.6198
H -3.0905 2.0685 2.0405
H -4.1444 -2.0110 0.1385
H -5.2758 -2.1437 -0.9989
C 4.4187 0.3190 0.4015
C 5.8567 -0.1658 0.3125
C 5.9513 -1.5559 0.9245
O 7.3061 -1.8521 1.1522
C 7.5059 -3.0076 1.9390
N 6.2634 -0.1539 -1.0889
H 4.2513 1.2168 -0.1875
H 4.1736 0.5957 1.4332
H 3.7322 -0.4920 0.1366
H 6.5266 0.4474 0.9155
H 5.5072 -2.3151 0.2586
H 5.4027 -1.6262 1.8781
H 7.0274 -3.8658 1.4467
H 7.1090 -2.8869 2.9511
H 8.5755 -3.2009 1.9511
H 5.7809 -0.8912 -1.5996
H 7.2345 -0.4513 -1.1631
C 3.6362 5.4640 0.3944
C 3.6556 4.4924 1.5589
C 2.5113 3.5218 1.5369
O 2.4414 2.7779 2.7345
C 1.3465 1.9081 2.7300
N 4.9449 3.8089 1.6046
H 4.4546 6.1838 0.4262
H 2.7013 6.0224 0.3199
H 3.8094 4.9114 -0.5369
H 3.5693 5.1257 2.4581
H 2.5675 2.8823 0.6495
H 1.5894 4.1204 1.5008
H 1.0497 1.6860 3.7554
H 1.5853 0.9951 2.1803
H 0.4685 2.4060 2.2922
H 5.7004 4.3623 1.9896
H 4.9300 2.9960 2.2124
C -1.3215 -2.8279 -3.9066
C -1.4664 -1.5174 -3.1330
C -1.0791 -0.4105 -4.0821
O -1.1768 0.8760 -3.5181
C -1.2663 1.8378 -4.5463
N -2.9060 -1.3794 -2.7039
H -0.3085 -2.9796 -4.2736
H -2.0011 -2.8904 -4.7633
H -1.5962 -3.6787 -3.2754
H -0.8390 -1.5922 -2.2473
H -1.7327 -0.4664 -4.9671
H -0.0484 -0.5554 -4.4277
H -2.2289 1.7871 -5.0668
H -0.4641 1.7377 -5.2894
H -1.1337 2.8350 -4.1293
H -3.4837 -1.4016 -3.5499
H -3.1325 -2.3072 -2.3307
C -4.6567 -5.1627 1.7728
C -3.7728 -3.9462 1.9784
C -2.9399 -4.1112 3.2386
O -3.8043 -4.0122 4.3556
C -3.1691 -4.2510 5.5831
N -2.9418 -3.7692 0.7884
H -5.1783 -5.4844 2.6767
H -4.0554 -6.0161 1.4480
H -5.4457 -5.0287 1.0284
H -4.4082 -3.0653 2.0920
H -2.1907 -3.3068 3.2970
H -2.4558 -5.0988 3.2401
H -2.2406 -3.6704 5.6670
H -2.9481 -5.3080 5.7563
H -3.8245 -3.8820 6.3700
H -2.4786 -2.8540 0.8006
H -2.1166 -4.3615 0.7287
*
```

Frontier orbital gap (alpha / beta) in eV: 6.7 / 7.0
HOMO level (alpha / beta) in hartree: -0.383 / -0.383
⟨S²⟩: 0.777
ΔE to the lowest compared entry with this formula, charge and spin in kcal per mole: 0.6

- Which of these has the lowest ΔE to the lowest compared entry with this formula, charge and spin?
  C26H71N6O8V